1.
{"formula": "C41H36ClN5O3STc", "method": "ωB97M-V/def2-TZVPD", "species": ["Tc", "C", "C", "C", "C", "C", "N", "C", "C", "C", "C", "C", "C", "C", "N", "C", "C", "C", "N", "C", "C", "N", "C", "C", "C", "N", "H", "H", "H", "H", "H", "H", "H", "H", "H", "H", "H", "H", "H", "H", "H", "H", "H", "H", "Cl", "C", "C", "C", "C", "O", "C", "C", "O", "C", "H", "H", "H", "H", "O", "S", "C", "C", "C", "C", "C", "C", "C", "C", "C", "C", "C", "C", "C", "C", "H", "H", "H", "H", "H", "H", "H", "H", "H", "H", "H", "H", "H", "H"], "coordinates": [[0.414, -0.324, 0.162], [-6.335, -0.221, 1.548], [-4.940, -0.628, 1.169], [-4.694, -1.360, 0.006], [-3.409, -1.697, -0.360], [-2.309, -1.338, 0.423], [-1.007, -1.621, -0.031], [-0.753, -2.876, -0.606], [-1.309, -4.026, -0.040], [-1.014, -5.281, -0.528], [-0.129, -5.446, -1.593], [0.243, -6.813, -2.090], [0.432, -4.307, -2.154], [0.120, -3.038, -1.687], [0.674, -1.926, -2.391], [0.996, -1.864, -3.697], [1.578, -0.641, -3.940], [1.575, 0.004, -2.707], [1.026, -0.775, -1.777], [-2.553, -0.619, 1.596], [-3.851, -0.263, 1.947], [-1.509, -0.267, 2.505], [-1.608, -0.123, 3.841], [-0.405, 0.345, 4.313], [0.400, 0.462, 3.182], [-0.271, 0.095, 2.093], [-7.038, -1.033, 1.371], [-6.662, 0.630, 0.947], [-6.400, 0.067, 2.595], [-5.522, -1.658, -0.624], [-3.232, -2.247, -1.276], [-1.974, -3.916, 0.807], [-1.461, -6.151, -0.064], [-0.585, -7.509, -1.976], [1.086, -7.207, -1.519], [0.535, -6.793, -3.139], [1.142, -4.413, -2.965], [0.783, -2.684, -4.360], [1.954, -0.274, -4.877], [1.941, 0.981, -2.436], [-4.015, 0.320, 2.844], [-2.514, -0.380, 4.361], [-0.141, 0.555, 5.333], [1.429, 0.770, 3.107], [7.157, -1.640, 2.709], [5.526, -1.597, 2.152], [4.760, -2.774, 2.164], [3.458, -2.781, 1.725], [2.860, -1.606, 1.255], [1.609, -1.688, 0.830], [3.626, -0.416, 1.247], [3.123, 0.829, 0.790], [1.968, 1.050, 0.369], [4.969, -0.435, 1.700], [5.213, -3.688, 2.526], [2.872, -3.690, 1.728], [3.803, 1.686, 0.809], [5.551, 0.478, 1.685], [-0.829, 1.117, -0.560], [-1.190, 2.618, -0.517], [-0.788, 3.157, -2.181], [-1.111, 4.605, -2.418], [-0.508, 5.595, -1.648], [-0.805, 6.929, -1.876], [-1.690, 7.279, -2.887], [-2.280, 6.295, -3.666], [-1.997, 4.958, -3.427], [-2.983, 2.512, -0.552], [-3.676, 3.841, -0.451], [-3.461, 4.666, 0.649], [-4.120, 5.881, 0.745], [-5.011, 6.268, -0.247], [-5.240, 5.440, -1.336], [-4.568, 4.231, -1.441], [-1.305, 2.476, -2.860], [0.287, 2.963, -2.235], [0.196, 5.328, -0.868], [-0.340, 7.695, -1.271], [-1.915, 8.321, -3.070], [-2.964, 6.567, -4.458], [-2.465, 4.191, -4.031], [-3.183, 1.875, 0.315], [-3.235, 1.951, -1.454], [-2.778, 4.363, 1.434], [-3.945, 6.522, 1.598], [-5.530, 7.213, -0.168], [-5.940, 5.736, -2.105], [-4.741, 3.589, -2.297]], "total_charge": 2, "max_force_ev_per_a": 0.7, "multiplicity": 2, "total_energy_ev": -82238.6314}

=====

2.
{"formula": "C10H13N2S", "method": "ωB97M-V/def2-TZVPD", "species": ["C", "C", "C", "C", "C", "C", "C", "C", "C", "C", "N", "N", "S", "H", "H", "H", "H", "H", "H", "H", "H", "H", "H", "H", "H", "H"], "coordinates": [[-3.955, -1.223, -0.190], [-4.569, -0.056, 0.241], [-2.633, -1.274, -0.585], [-3.812, 1.108, 0.465], [-1.920, -0.103, -0.444], [-2.521, 1.028, 0.089], [1.711, 0.375, -1.388], [2.022, -0.142, 0.025], [-0.576, 0.402, -0.693], [3.310, 0.552, 0.588], [0.306, 0.075, -1.623], [0.794, 0.125, 0.831], [-1.086, 2.039, -0.144], [-4.508, -2.168, -0.384], [-5.619, -0.054, 0.407], [-2.243, -2.142, -0.882], [-4.229, 2.003, 0.980], [1.735, 1.493, -1.344], [2.252, -0.156, -2.292], [2.228, -1.274, 0.072], [3.284, 1.521, 0.366], [4.043, -0.056, 0.259], [3.286, 0.440, 1.665], [0.104, -0.894, -1.976], [0.459, -0.548, 1.522], [0.703, 1.025, 1.066]], "total_charge": 1, "max_force_ev_per_a": 5.5, "multiplicity": 3, "total_energy_ev": -24384.4918, "relative_energy_kcal_mol": 12.99}

=====

3.
{"formula": "C7H15N3O5", "method": "ωB97M-V/def2-TZVPD", "species": ["C", "C", "C", "C", "C", "C", "C", "H", "H", "H", "H", "H", "H", "H", "H", "H", "H", "H", "H", "H", "H", "H", "N", "N", "N", "O", "O", "O", "O", "O"], "coordinates": [[3.146, 0.083, -0.264], [2.291, -0.258, 0.922], [2.666, 1.526, -0.774], [-2.402, -0.970, -0.056], [-0.946, -1.269, 0.144], [-2.930, 0.307, 0.640], [-2.411, 1.708, 0.047], [3.607, -1.509, -1.278], [2.218, -1.198, -1.378], [4.174, 0.121, 0.052], [1.822, 1.429, -1.452], [2.377, 2.186, -0.004], [3.431, 1.932, -1.277], [3.249, 1.097, 1.939], [-4.072, -2.002, -0.281], [-3.217, -2.593, 0.812], [-2.447, -0.700, -1.056], [-2.700, 0.238, 1.668], [-4.066, 0.328, 0.478], [-0.300, 1.435, 0.436], [-0.901, 2.991, -0.238], [-1.262, -2.908, -0.567], [3.085, -0.820, -1.449], [-3.223, -2.185, -0.043], [-1.051, 2.004, 0.068], [1.252, -0.994, 0.741], [2.556, 0.365, 2.032], [-0.185, -0.393, 0.754], [-3.242, 2.512, -0.385], [-0.519, -2.460, -0.229]], "total_charge": 0, "max_force_ev_per_a": 15.7, "total_energy_ev": -22203.7959, "relative_energy_kcal_mol": 169.81}

=====

4.
{"formula": "C9H14O2", "method": "ωB97M-V/def2-TZVPD", "species": ["C", "C", "C", "C", "C", "C", "O", "C", "C", "C", "O", "H", "H", "H", "H", "H", "H", "H", "H", "H", "H", "H", "H", "H", "H"], "coordinates": [[-1.465, -3.235, 0.465], [-0.973, -2.620, -0.874], [-1.398, -1.189, -1.008], [-0.691, -0.181, -0.415], [-1.078, 1.266, -0.459], [0.181, 2.157, -0.572], [-0.188, 3.558, -0.419], [1.121, 1.913, 0.584], [2.298, 1.141, 0.572], [3.119, 1.012, 1.789], [4.163, 0.339, 1.823], [-1.206, -2.622, 1.317], [-2.555, -3.408, 0.399], [-1.021, -4.228, 0.591], [0.097, -2.649, -0.916], [-1.307, -3.249, -1.692], [-2.263, -0.945, -1.609], [0.204, -0.492, 0.144], [-1.604, 1.543, 0.468], [-1.731, 1.427, -1.318], [0.682, 1.966, -1.538], [-0.766, 3.802, -1.171], [0.848, 2.422, 1.518], [2.614, 0.605, -0.310], [2.922, 1.665, 2.630]], "total_charge": 0, "max_force_ev_per_a": 3.8, "smiles": "CC/C=C/C[C@@H](O)/C=C/C=O", "total_energy_ev": -13653.0674, "relative_energy_kcal_mol": 59.71}

=====

5.
{"formula": "C5H6O2", "method": "ωB97M-V/def2-TZVPD", "species": ["C", "C", "C", "C", "C", "O", "O", "H", "H", "H", "H", "H", "H"], "coordinates": [[1.656, -0.397, 0.716], [0.401, 0.198, 0.168], [-1.477, -0.499, 0.410], [-0.589, -0.352, -0.720], [-0.671, 1.281, -1.422], [-1.278, 2.161, -1.881], [0.276, 1.492, 0.009], [1.997, 0.185, 1.577], [2.428, -0.337, -0.065], [1.508, -1.440, 1.000], [-1.809, 0.378, 0.944], [-2.033, -1.429, 0.584], [-0.410, -1.243, -1.319]], "total_charge": 0, "max_force_ev_per_a": 1.3, "total_energy_ev": -9373.0165, "relative_energy_kcal_mol": 94.07}

=====

6.
{"formula": "C4H12IN2", "method": "ωB97M-V/def2-TZVPD", "species": ["C", "C", "C", "C", "N", "N", "I", "H", "H", "H", "H", "H", "H", "H", "H", "H", "H", "H", "H"], "coordinates": [[0.294, 2.116, 0.210], [2.177, -0.039, -0.507], [0.368, -1.623, -0.011], [-0.029, 0.737, -0.081], [-2.729, -0.715, 0.538], [0.811, -0.241, 0.021], [-4.423, -0.112, -0.144], [0.181, 2.653, -0.703], [-0.519, 2.617, 0.876], [1.327, 2.269, 0.722], [2.714, 0.646, 0.153], [2.604, -0.934, -0.421], [2.186, 0.408, -1.529], [0.383, -2.160, -1.028], [0.876, -2.141, 0.684], [-0.630, -1.568, 0.200], [-1.064, 0.508, 0.029], [-2.693, -0.397, 1.495], [-4.345, -1.370, -1.212]], "total_charge": 1, "max_force_ev_per_a": 4.2, "total_energy_ev": -15411.6880, "relative_energy_kcal_mol": 124.34}